81
Properties=species:S:1:pos:R:3:forces:R:3 method="wB97M-V/def2-TZVPD" s_squared=3.790 charge=+4 gap_ha="0.208 / 0.191" spin_multiplicity=4
Tc 0.0742 -0.6407 0.9532 0.7772 2.2018 -1.9676
P -1.5960 -2.0622 0.5108 -2.6837 -2.8544 -0.1241
P 1.5725 -1.3622 2.4438 2.1415 -1.1697 3.1942
P 1.3733 -2.0105 -0.8181 0.8695 -1.1486 -1.0396
H -0.7322 3.6632 -1.3061 -0.3230 -0.2780 -0.2124
C -0.9979 2.8556 -1.9961 -2.4549 0.7252 -0.9300
C -2.2080 2.2098 -1.8999 0.8615 1.9658 -1.4389
H -3.0154 2.6110 -1.2990 0.3362 -0.3846 0.8213
C -3.2736 -1.4980 0.9709 0.2808 0.6737 0.3655
C -1.4673 -3.6125 1.4709 0.4890 0.4155 0.2435
C -1.9682 -2.6941 -1.1542 0.5363 0.3631 -0.3743
C 3.0799 -0.3424 2.3303 -0.0864 0.8511 -0.5222
C 0.9686 -1.0564 4.1446 -0.5473 0.2489 -0.1647
C 2.2358 -3.0290 2.6491 -0.3519 -0.8578 -0.5116
C 1.0133 -2.1292 -2.6302 -0.6240 0.6863 -0.3844
C 1.6083 -3.8249 -0.6166 -0.2307 -0.4493 0.5470
C 3.1038 -1.4571 -0.9559 0.3128 0.5492 0.2566
H -0.4509 2.9459 -2.9456 0.0045 -0.6878 0.5400
H -2.5548 1.4768 -2.6354 -0.2169 0.5569 0.0711
H -3.5085 -0.5475 0.4756 -0.1314 -0.2044 0.1264
H -3.3538 -1.3848 2.0587 -0.1168 -0.0145 -0.2388
H -3.9745 -2.2699 0.6258 0.1911 0.1925 0.1263
H -1.3019 -3.3764 2.5268 -0.1400 -0.1914 -0.0529
H -0.6469 -4.2348 1.1095 -0.2300 0.0343 0.1299
H -2.4149 -4.1418 1.3480 0.0408 -0.0147 0.0483
H -1.9505 -1.8783 -1.8832 -0.1262 -0.1366 -0.0210
H -2.9719 -3.1301 -1.1348 0.1722 0.0510 0.0706
H -1.2566 -3.4647 -1.4597 -0.0737 0.0649 0.0294
H 3.9862 -0.9205 2.5342 -0.2990 -0.1458 -0.0335
H 3.0307 0.4723 3.0535 -0.0372 -0.0285 -0.0196
H 3.1779 0.0983 1.3384 0.1925 0.1329 0.0051
H 1.5475 -1.6533 4.8537 0.0874 0.0205 -0.1613
H -0.0801 -1.3497 4.2330 0.0408 -0.0891 0.1482
H 1.0597 -0.0059 4.4156 -0.0143 -0.0029 0.0091
H 3.3126 -3.0397 2.8172 -0.0231 0.2939 0.0131
H 2.0374 -3.6512 1.7872 0.0270 -0.1881 -0.0878
H 1.7671 -3.5154 3.5023 -0.1327 0.0357 0.0386
H 1.4653 -3.0418 -3.0436 0.0303 0.3708 0.3801
H 1.4524 -1.2808 -3.1591 -0.1053 0.0425 0.1060
H -0.0515 -2.1694 -2.8588 0.1542 0.0880 -0.0056
H 1.6051 -4.3083 -1.5956 -0.0163 0.1857 0.1653
H 0.8187 -4.2973 -0.0362 0.1796 -0.0670 0.0136
H 2.5737 -4.0526 -0.1641 -0.0648 0.0848 0.1040
H 3.6070 -1.9834 -1.7822 -0.3056 0.0649 0.2410
H 3.6944 -1.6201 -0.0446 -0.2281 -0.0150 -0.2247
H 3.1072 -0.3814 -1.1821 0.1617 -0.1947 0.0178
C 0.0336 0.8063 -4.2558 -1.5830 -1.0453 1.2444
C 1.2056 1.4615 -3.7988 1.3572 -0.0354 -0.6998
C 2.2064 1.6860 -4.7570 -1.1577 0.1513 2.1751
C 1.8985 1.3941 -6.1161 1.2733 0.5535 -0.4831
C 0.7248 0.7194 -6.5047 -1.8218 -0.7649 -0.6817
C -0.2628 0.4565 -5.5709 1.0453 -0.8706 -1.1063
O -0.9125 0.3337 -3.3973 1.2794 2.4252 0.2920
H -1.0610 1.1333 -2.7640 0.5331 -2.0602 -0.3585
H 1.2879 1.6430 -2.7111 0.3219 -0.0061 -0.9247
H 3.1737 2.0973 -4.4084 -0.6517 -0.2082 -0.6914
H 2.6466 1.7394 -6.8565 -0.6399 -0.4742 0.2608
H 0.5279 0.3785 -7.5391 0.5332 0.5250 0.5605
H -1.1824 -0.1633 -5.6650 0.7938 0.7870 -0.6232
C -1.2791 1.9906 0.6561 0.2472 0.5116 0.5973
N -0.5707 1.2626 1.7722 -0.3581 -1.0347 -0.3529
C -1.5512 1.1049 2.8937 -0.8604 0.8125 1.1521
N -2.0337 2.4180 3.3627 0.8691 -0.9740 -0.7358
C -2.7124 3.0775 2.2404 0.1106 0.2462 -0.1458
N -1.7917 3.2919 1.0825 0.0890 -1.1683 0.1446
C -0.6630 4.1101 1.5294 0.4053 -0.0781 0.6172
N 0.0659 3.4662 2.6607 -0.3159 -1.1857 -0.6384
C 0.5483 2.1414 2.2015 0.2841 1.7788 0.7143
C -0.8605 3.2209 3.7922 -0.3386 0.3594 -0.2499
H -2.0997 1.3686 0.2595 0.3193 0.0747 0.3312
H -0.5082 2.1259 -0.1107 -0.3323 -0.1286 0.4068
H -1.0571 0.5909 3.7234 -0.1301 0.0881 -0.1316
H -2.4234 0.5231 2.5492 0.4547 0.1922 0.0352
H -3.0475 4.0640 2.5720 -0.1768 -0.2146 -0.0966
H -3.5635 2.4651 1.9037 0.1803 0.2853 0.2106
H 0.0426 4.2349 0.6967 -0.1316 0.1934 0.2388
H -1.0403 5.0790 1.8727 0.1696 -0.1287 -0.1980
H 1.0808 1.6790 3.0336 -0.0306 -0.0566 -0.0947
H 1.2301 2.3212 1.3593 -0.0741 -0.2427 0.0502
H -1.2459 4.1832 4.1682 0.3631 -0.3905 -0.0184
H -0.3030 2.6810 4.5738 -0.3508 0.3061 -0.0973



76
Properties=species:S:1:pos:R:3:forces:R:3 method="wB97M-V/def2-TZVPD" charge=+1 gap_ha=0.244
C -0.1585 -4.1316 -3.4567 0.0450 -0.3164 0.3907
Si -0.5054 -4.0706 -1.6012 -1.4654 -0.4346 -1.3912
C -2.0804 -4.9521 -1.0534 0.4591 -0.1453 -0.1287
C 0.9799 -4.8291 -0.6856 0.1947 0.2138 0.2820
C -0.7198 -2.2407 -1.1505 1.1424 0.1280 1.0202
Si 0.7862 -2.4233 0.0331 -0.6656 1.6923 -0.3548
H -0.5023 1.7540 0.4314 0.7947 -1.1562 -0.2322
C 0.4445 -2.8781 1.8550 0.6119 -0.0867 -1.1889
Si -0.1225 -1.7228 3.2729 -0.0708 0.3506 1.6855
C -0.0313 -2.9448 4.7241 0.1286 0.1376 -0.5279
C 1.0209 -0.2782 3.6640 0.5067 -0.0590 -0.2588
C -1.8977 -1.1367 3.2139 -0.4412 -0.1950 -0.4548
C 2.4840 -1.8546 -0.6681 -0.6790 -1.1112 0.9042
Si 3.3057 -0.1242 -0.9327 1.0166 0.8633 -0.3758
C 4.8656 -0.2505 0.1110 -0.1416 -0.0983 0.0205
C 3.8037 -0.1421 -2.7520 -0.1872 -0.2151 0.1747
C 2.5125 1.5418 -0.6011 -0.6049 0.0654 0.2788
H 0.7172 -3.5104 -3.7089 -0.3058 -0.2158 0.0079
H 0.0454 -5.1720 -3.7624 -0.0456 0.4054 -0.0370
H -1.0359 -3.7643 -4.0146 0.3497 -0.1054 0.1972
H -2.2743 -4.7692 0.0170 -0.0186 -0.1078 -0.3740
H -2.9348 -4.5851 -1.6468 0.3026 -0.1298 0.2725
H -1.9738 -6.0382 -1.2180 -0.1856 0.3653 0.1288
H 0.8602 -4.8824 0.4109 0.2883 -0.2990 -0.4824
H 0.9950 -5.8679 -1.0632 -0.0074 0.3624 0.1286
H 1.9488 -4.3796 -0.9618 -0.1402 -0.4543 0.1993
H -0.6084 -1.6025 -2.0435 0.3815 -0.2389 0.4810
H -1.7187 -2.0477 -0.7246 0.5785 -0.1980 0.2087
H -0.3036 -3.6967 1.8819 0.1833 0.3842 -0.2048
H 1.3827 -3.3378 2.2353 -0.3509 0.2582 -0.1469
H -0.1921 -2.4624 5.7018 0.0426 -0.2096 -0.3840
H -0.7925 -3.7216 4.5601 0.1644 0.1256 0.2396
H 0.9556 -3.4296 4.7049 -0.2230 0.0639 0.2640
H 0.5702 0.4300 4.3830 0.0114 -0.4040 -0.3752
H 1.9444 -0.6581 4.1326 -0.2378 0.1021 -0.1662
H 1.3282 0.2919 2.7744 -0.1229 -0.0079 0.2013
H -2.1025 -0.2373 3.8127 0.3619 -0.2490 -0.1537
H -2.2497 -0.9360 2.1947 -0.0660 0.0433 0.1288
H -2.5355 -1.9255 3.6327 0.0626 0.0481 -0.1790
H 3.2443 -2.3649 -0.0187 -0.5310 0.2727 -0.4456
H 2.6011 -2.3116 -1.6752 -0.3053 0.1474 0.4638
H 5.4637 0.6756 0.1222 -0.2659 -0.3477 -0.0557
H 4.6036 -0.5097 1.1460 0.1624 0.0982 -0.1142
H 5.4795 -1.0655 -0.2971 0.0076 0.1869 0.1778
H 4.3221 0.7761 -3.0706 -0.1956 -0.3199 0.1956
H 4.4705 -0.9983 -2.9129 -0.0406 0.1547 -0.1280
H 2.9194 -0.2832 -3.3859 0.1585 0.0896 -0.0320
H 3.1429 2.3429 -1.0203 0.0205 -0.4554 -0.0082
H 1.5223 1.6660 -1.0542 0.0895 -0.0617 0.0002
H 2.4008 1.7848 0.4622 0.0057 -0.1804 -0.0852
C -1.2387 2.3616 2.3032 0.2233 -0.2388 0.1260
C -0.6025 2.6804 0.9493 0.1865 0.4885 -0.2828
C -1.3356 3.4708 -0.1080 -0.7522 -0.0878 -0.1128
C -0.6999 4.5463 -0.7595 -1.0726 -0.1026 0.1649
C 0.6947 4.9258 -0.3609 0.6180 0.4630 -0.3288
C -1.4049 5.1946 -1.7757 0.1332 -0.2867 -0.5358
C -2.6659 4.7577 -2.2103 0.3862 0.1238 0.7449
C -3.4126 5.5008 -3.2632 -0.2843 0.1404 -0.3122
C -3.2599 3.6662 -1.5834 0.4871 -0.1110 -0.5040
C -2.5873 2.9862 -0.5699 0.1440 0.6370 0.2799
C -3.2181 1.7238 -0.0434 -0.4801 -0.3874 -0.0981
H -0.4565 2.5015 3.0760 -0.7622 -0.0383 -0.1377
H -2.1153 2.9750 2.4875 0.0570 0.2321 0.3094
H -1.5765 1.3116 2.3271 0.1912 0.5183 0.1106
H 0.3884 3.1253 1.1030 -0.3318 -0.3580 -0.0723
H 1.1046 5.7632 -0.9480 -0.4004 -0.2200 0.0993
H 0.7890 5.2172 0.6983 -0.0661 -0.2584 -0.3491
H 1.3513 4.0707 -0.5753 0.0249 0.2606 0.3145
H -0.9281 5.9981 -2.3468 -0.1085 -0.1020 0.3659
H -4.3707 4.9937 -3.4456 0.2510 0.3329 -0.1355
H -3.6052 6.5192 -2.9160 -0.1533 -0.0492 -0.0949
H -2.8585 5.5915 -4.2042 -0.0791 -0.1281 0.1271
H -4.1991 3.2799 -2.0076 0.3501 0.1777 0.4727
H -4.1311 1.5055 -0.6337 0.4540 0.1214 0.4010
H -2.5376 0.8775 -0.2162 -0.0388 0.0077 0.2224
H -3.5051 1.7300 1.0254 0.2501 0.1082 -0.5412



Number 1: calculated total energy -62673.778 eV. Number 2: calculated total energy -56153.217 eV.